88
Properties=species:S:1:pos:R:3 method="wB97M-V/def2-TZVPD" homo_energy_ev=-13.668 e_above_lowest_kj_mol=16.3 total_charge=+2 homo_lumo_gap_ha=0.337 e_lumo_ev=-4.5 fmax_ev_per_a=2.96 total_energy_ev=-91266.47340
Sn -17.8313 9.1149 0.6096
O -19.0090 10.8811 1.8156
P -19.0157 11.2083 3.3126
C -18.8280 9.7758 4.4192
P -19.0649 8.1152 3.7508
O -18.3326 7.9782 2.4219
C -20.7819 7.8188 3.6788
C -21.2955 7.2444 2.5221
C -22.6622 6.9616 2.4459
C -23.5153 7.0115 3.5535
C -22.9527 7.4438 4.7600
C -21.6261 7.8463 4.8776
C -18.3402 6.9595 4.9210
C -17.0952 7.2499 5.6127
C -16.6922 6.4924 6.6751
C -17.3887 5.3593 7.0721
C -18.4982 5.0149 6.3372
C -19.0650 5.7890 5.3046
C -17.8323 12.4738 3.7094
C -16.5984 12.0777 4.3631
C -15.8245 13.0218 5.0130
C -16.1903 14.3653 5.0977
C -17.3060 14.7658 4.3973
C -18.1427 13.8496 3.6323
C -20.6553 11.7825 3.8282
C -20.8622 12.7434 4.8733
C -22.1532 13.0376 5.2801
C -23.2406 12.4356 4.6968
C -23.0409 11.5226 3.6511
C -21.7752 11.2991 3.1701
H -19.4789 9.9915 5.2665
H -17.8422 9.8564 4.9259
H -20.6998 6.8891 1.6667
H -23.1695 6.8036 1.4591
H -24.5322 6.6640 3.5024
H -23.5842 7.4911 5.6439
H -21.3249 8.0639 5.8868
H -16.4944 8.1109 5.2917
H -15.7281 6.7925 7.1336
H -17.0688 4.6996 7.9078
H -19.0093 4.0796 6.5609
H -19.9288 5.4842 4.7152
H -16.1676 11.0647 4.2262
H -14.9146 12.7189 5.5074
H -15.6355 15.1064 5.6715
H -17.4647 15.8432 4.3624
H -19.0261 14.3380 3.1675
H -19.9821 13.2092 5.3537
H -22.3084 13.6865 6.1822
H -24.2510 12.7140 5.0333
H -23.9088 11.1006 3.1692
H -21.6262 10.6572 2.3017
C -17.8519 2.4798 0.3655
C -17.6733 4.0019 0.2694
C -16.5475 4.3875 -0.7076
S -16.3626 6.2207 -1.0294
O -17.2341 6.9126 0.0918
C -14.6623 6.5636 -0.4230
C -14.3828 6.4632 1.0852
C -14.3284 5.0403 1.6308
H -18.6835 2.1279 1.0119
H -16.9332 1.9774 0.7411
H -18.0530 2.0554 -0.6589
H -17.4248 4.4397 1.2414
H -18.6183 4.5052 -0.0225
H -16.7785 3.9623 -1.6710
H -15.5924 4.0275 -0.3826
H -14.4077 7.5390 -0.9152
H -14.0641 5.8745 -0.9900
H -15.1739 7.0861 1.6217
H -13.3391 6.9218 1.3438
H -15.3094 4.6491 1.8629
H -13.7968 4.9760 2.5967
H -13.8238 4.3314 0.9967
O -19.8026 8.7147 -0.1670
S -20.0635 7.6702 -1.4149
C -19.1742 8.3550 -2.9746
C -20.1672 8.8127 -3.9777
C -21.5996 8.3925 -3.5544
C -21.6663 8.3233 -2.0648
H -18.6317 7.4157 -3.2407
H -18.5476 9.1524 -2.6398
H -19.9650 8.4558 -5.0347
H -20.1344 9.9222 -4.0932
H -21.7038 7.4128 -4.0802
H -22.3778 9.0658 -3.9678
H -22.5401 7.7448 -1.6462
H -21.8047 9.3193 -1.5773

***

44
Properties=species:S:1:pos:R:3 method="wB97M-V/def2-TZVPD" homo_energy_ev=-7.708 e_above_lowest_kj_mol=0.0 total_charge=0 homo_lumo_gap_ha=0.290 e_lumo_ev=0.2 fmax_ev_per_a=0.42 total_energy_ev=-45014.33484
Pt -0.0001 0.4987 1.0175
N -1.3869 -3.9500 1.3015
C -2.7552 -3.9822 1.2023
C -3.1810 -2.7723 1.6683
N -2.1147 -1.9966 2.0359
C -1.0553 -2.7194 1.7961
C 0.3333 -2.3358 2.0206
N 0.8998 -1.1912 1.7021
C 2.2321 -1.2780 2.0512
C 2.4669 -2.5038 2.5804
N 1.2641 -3.1668 2.5439
H -0.7573 -4.6351 0.9216
H -3.2823 -4.8339 0.8112
H -4.1928 -2.4154 1.7584
H 2.9080 -0.4668 1.8608
H 3.3619 -2.9567 2.9655
H 1.0755 -4.0717 2.9373
C 2.3511 -0.8411 -3.0404
C 1.6753 0.0683 -2.0231
C 1.6946 1.5225 -2.4842
O 2.3895 -0.0557 -0.7875
C 0.1842 -0.3573 -1.8877
O -0.4240 -0.5049 -2.9357
O -0.3593 -0.5534 -0.7251
H 3.3811 -0.5145 -3.1931
H 1.8129 -0.8208 -3.9853
H 2.3649 -1.8652 -2.6654
H 2.7128 1.8310 -2.7356
H 1.3130 2.1750 -1.6932
H 1.0679 1.6392 -3.3669
H 2.7892 0.7979 -0.5976
C -1.9363 2.1497 -1.5407
C -1.5116 2.9164 -0.3340
C -1.8282 4.2639 -0.1565
C -1.4314 4.8823 1.0102
N -0.7895 4.2545 1.9995
C -0.5249 2.9828 1.7827
S 0.2388 1.8684 2.8629
N -0.8243 2.3101 0.6302
H -2.9666 2.4068 -1.7868
H -1.8540 1.0777 -1.3824
H -1.3175 2.4142 -2.3998
H -2.3798 4.7969 -0.9173
H -1.6440 5.9325 1.1779

***

30
Properties=species:S:1:pos:R:3 method="wB97M-V/def2-TZVPD" homo_energy_ev=-8.982 e_above_lowest_kj_mol=62.9 total_charge=0 homo_lumo_gap_ha=0.352 e_lumo_ev=0.6 fmax_ev_per_a=3.57 total_energy_ev=-20955.47533 smiles="C[C@H](Oc1ccccc1)C(=O)NCB(O)O"
O 0.3448 -2.0338 0.3516
O -3.7246 -2.7163 1.7351
O -1.4915 -3.4865 1.9933
O 1.2117 1.3821 0.4327
B -2.3791 -2.4434 1.7612
C 0.4460 -0.9355 0.8209
C 0.2002 1.9566 -3.5992
C -0.2291 0.8062 -2.9610
C 0.8189 2.9051 -2.8746
C 0.1128 0.5926 -1.6104
C 1.0118 2.7773 -1.4986
C 0.8005 1.5520 -0.8694
N -0.7333 -0.3971 1.4127
C -2.0553 -1.0018 1.2576
C 2.4100 0.0618 2.0672
C 1.6845 0.0452 0.7382
H -3.7001 -3.6446 2.1006
H -0.5694 -3.6515 1.5863
H 0.0666 1.9997 -4.6801
H -0.7188 0.0186 -3.5332
H 1.1108 3.8500 -3.3793
H -0.0740 -0.3175 -1.0105
H 1.3091 3.5900 -0.9312
H -0.7643 0.5980 1.6162
H -2.8323 -0.4316 1.8292
H -2.3726 -1.0475 0.1446
H 2.8736 -0.9433 2.3029
H 1.7299 0.2289 2.8890
H 3.1913 0.9079 1.9896
H 2.3220 -0.2218 -0.0815

***

25
Properties=species:S:1:pos:R:3 method="wB97M-V/def2-TZVPD" homo_energy_ev=-8.228 e_above_lowest_kj_mol=329.3 total_charge=0 homo_lumo_gap_ha=0.328 e_lumo_ev=0.7 fmax_ev_per_a=5.47 total_energy_ev=-15589.69723 smiles=Cc1nc2cc(CO)ccc2n1C
C -3.6468 0.5878 1.1858
C -2.2372 0.3450 0.5395
C -0.3926 0.6933 -0.5275
C 0.6454 1.3580 -1.1062
C 1.8475 0.6093 -1.2335
C 3.2104 1.0171 -1.9016
C 1.9523 -0.5242 -0.5037
C 1.0494 -1.0844 0.3578
C -0.2413 -0.4676 0.2523
C -1.8054 -1.8598 1.6023
H -3.8971 1.7149 1.1031
H -3.4630 0.2061 2.2697
H -4.3578 0.0971 0.3718
H 0.4123 2.2600 -1.6180
H 3.2570 0.4737 -2.7583
H 3.2344 2.0737 -2.1576
H 4.3159 1.1919 -0.4583
H 2.8413 -1.1970 -0.5550
H 1.3872 -2.1781 0.6224
H -1.8250 -2.7549 0.7969
H -2.7411 -1.6622 2.0643
H -0.9316 -2.0922 2.2579
N -1.5663 1.3343 -0.1660
N -1.4100 -0.6756 0.8479
O 4.3623 0.5338 -1.2859

***

60
Properties=species:S:1:pos:R:3 method="wB97M-V/def2-TZVPD" homo_energy_ev=-4.481 e_above_lowest_kj_mol=980.4 total_charge=0 homo_lumo_gap_ha=0.118 e_lumo_ev=-1.3 fmax_ev_per_a=4.26 total_energy_ev=-30508.55416
Ba -0.1081 0.4865 -0.5215
O 3.0329 1.8871 -3.3032
C 2.6432 2.2393 -4.6565
C 1.2679 2.7207 -5.0647
O 0.0358 2.1146 -4.6767
H 3.0051 1.4390 -5.3019
H 3.2148 3.1149 -4.9642
H 1.2913 2.9163 -6.1368
H 1.1219 3.7412 -4.7107
C 5.0789 -1.9108 2.4336
C 3.5402 -1.6328 2.2459
C 2.5522 -2.4258 3.1548
O 1.2060 -2.1639 2.6958
C 0.2832 -2.9957 3.3717
N 3.3949 -0.1953 2.1651
H 5.7689 -1.6441 1.6330
H 5.1094 -3.0000 2.4597
H 5.4308 -1.4920 3.3764
H 3.3059 -1.9308 1.2239
H 2.6414 -2.0945 4.1894
H 2.8831 -3.4619 3.0828
H -0.6365 -2.9803 2.7869
H 0.0443 -2.7076 4.3955
H 0.6459 -4.0187 3.4716
H 3.8598 0.3459 2.8801
H 3.7045 0.1503 1.2680
C -3.7620 -4.5895 -2.4280
C -2.4932 -3.8223 -1.9605
C -1.4281 -3.7944 -3.0742
O -0.2385 -3.3056 -2.4434
C 0.8549 -3.4130 -3.2517
N -2.9114 -2.5075 -1.5181
H -4.2741 -4.2584 -3.3314
H -4.5493 -4.6509 -1.6766
H -3.4137 -5.6135 -2.5633
H -2.0212 -4.3687 -1.1440
H -1.6361 -3.0360 -3.8290
H -1.1809 -4.6557 -3.6947
H 1.7082 -2.8526 -2.8697
H 0.7555 -2.8952 -4.2057
H 1.1911 -4.4491 -3.2109
H -3.5799 -2.5830 -0.7647
H -3.5375 -2.1098 -2.2036
C -3.7858 4.2946 3.3718
C -2.8457 3.9723 2.2065
C -1.6469 4.9356 2.1276
O -0.8641 4.6744 0.9002
C 0.1993 5.6521 0.6976
N -2.4717 2.5699 2.3242
H -4.2327 5.2787 3.2306
H -3.1622 4.4172 4.2574
H -4.5080 3.4993 3.5564
H -3.3587 4.0598 1.2488
H -1.0128 4.9774 3.0132
H -2.0218 5.9563 2.0524
H 0.9539 5.1810 0.0677
H 0.6593 5.8113 1.6729
H -0.1765 6.5575 0.2211
H -2.1728 2.4738 3.2841
H -3.3542 2.0922 2.4390

***

86
Properties=species:S:1:pos:R:3 method="wB97M-V/def2-TZVPD" homo_energy_ev=-13.489 total_charge=+2 homo_lumo_gap_ha=0.224 e_lumo_ev=-7.4 fmax_ev_per_a=3.15 total_energy_ev=-91239.39111
Ti -0.3454 0.0949 0.0687
C -1.9825 1.7565 0.1897
C -2.3486 0.8500 -0.8685
C -2.2827 -0.3574 1.1208
C -2.0187 1.0258 1.4184
C -2.5113 -0.4661 -0.2938
C -1.8647 3.2349 0.0650
H -1.4718 3.5375 -0.9140
H -1.2107 3.6584 0.8387
H -2.8537 3.7048 0.1828
C -2.0539 1.6246 2.7695
H -1.6296 2.6340 2.7879
H -1.4993 1.0006 3.4774
H -3.0849 1.6867 3.1519
C -2.4760 -1.4451 2.1208
H -3.5437 -1.5734 2.3578
H -1.9581 -1.2245 3.0638
H -2.1026 -2.4122 1.7533
C -3.0581 -1.6426 -1.0163
H -4.1317 -1.5092 -1.2207
H -2.9405 -2.5632 -0.4357
H -2.5572 -1.7750 -1.9826
C -2.8527 1.2620 -2.1911
H -3.9016 1.6054 -2.1429
H -2.8148 0.4272 -2.8927
H -2.2584 2.0791 -2.6129
C 1.3755 0.5092 -2.6900
C 0.3410 1.3366 -2.9102
C -0.2212 1.5358 -4.2934
C -1.1485 0.4266 -4.8453
C -1.1710 -0.8592 -4.0672
C -0.0851 -1.6347 -3.9803
C 1.2344 -1.2687 -4.5868
C 2.0605 -0.1862 -3.8421
H 0.6168 1.6674 -5.0014
H -0.8323 0.2089 -5.8793
H -0.7688 2.4924 -4.3117
H 2.3563 0.5789 -4.5836
H 1.8955 0.4388 -1.7280
H -0.0160 2.0495 -2.1599
H 3.0080 -0.6330 -3.4991
H 1.8373 -2.1886 -4.6637
H -0.1500 -2.6723 -3.6555
H 1.0722 -0.9233 -5.6216
H -2.1691 0.8244 -4.9263
H -2.1534 -1.2311 -3.7741
P 1.6317 2.1095 0.3247
C 1.5223 2.9414 1.9452
H 2.2950 3.7231 1.9839
H 1.6976 2.2283 2.7636
H 0.5340 3.4012 2.0786
C 3.3173 1.4229 0.4139
H 4.0012 2.2068 0.7609
H 3.6414 1.0620 -0.5668
H 3.3302 0.5876 1.1279
C 1.8115 3.5325 -0.8073
H 2.0048 3.1759 -1.8275
H 2.6427 4.1685 -0.4693
H 0.8813 4.1191 -0.8132
P 0.7423 -2.3772 -0.3101
C -0.2576 -3.6188 -1.1882
H 0.3727 -4.4672 -1.4907
H -0.7193 -3.1717 -2.0729
H -1.0614 -3.9729 -0.5297
C 2.3285 -2.2686 -1.2039
H 2.1543 -1.9098 -2.2254
H 2.8265 -3.2449 -1.2341
H 2.9812 -1.5506 -0.6872
C 1.2147 -3.3568 1.1553
H 1.5462 -4.3548 0.8329
H 0.3358 -3.4601 1.8055
H 2.0163 -2.8524 1.7080
Cl 0.0850 -1.0760 8.5516
C 0.4146 -0.8883 6.8851
C 0.9749 -1.9542 6.1616
C 1.2162 -1.8043 4.7947
C 0.9299 -0.5883 4.1652
C 0.3481 0.4643 4.8821
C 0.0880 0.3166 6.2463
C 1.3188 -0.4543 2.7234
O 2.4924 -0.6686 2.4102
O 0.3727 -0.1449 1.8603
H 1.2263 -2.8747 6.6770
H 1.6432 -2.6096 4.2011
H 0.1248 1.3980 4.3721
H -0.3555 1.1264 6.8196

***

37
Properties=species:S:1:pos:R:3 method="wB97M-V/def2-TZVPD" homo_energy_ev="-6.542 / -7.082" e_above_lowest_kj_mol=0.0 total_charge=-1 homo_lumo_gap_ha="0.288 / 0.307" e_lumo_ev="1.3 / 1.3" multiplicity=5 fmax_ev_per_a=1.71 s2=6.00 total_energy_ev=-110543.72753
Cr 0.4672 0.3155 -0.2275
Cl 1.5130 -0.4163 -3.6230
O 0.6213 -1.4783 -4.0273
O 1.3914 -0.2372 -2.1704
O 2.8751 -0.7825 -3.8869
O 1.1441 0.8066 -4.2639
Cl 2.8859 2.8353 0.4250
O 4.1951 2.2572 0.3573
O 1.9196 1.7314 0.2568
O 2.6478 3.4199 1.7112
O 2.6808 3.7778 -0.6211
Cl -1.7392 2.9123 -0.9776
O -1.2970 1.5050 -1.0111
O -1.3963 3.5433 -2.2065
O -3.1641 2.8855 -0.7655
O -1.0939 3.5662 0.1296
C 2.2338 -3.0027 2.5140
N 1.1469 -2.3169 1.7700
O 0.0455 -2.7985 1.8119
O 1.4868 -1.3815 1.0597
H 3.2029 -2.7626 2.0978
H 2.0532 -4.0703 2.4477
H 2.1272 -2.6797 3.5473
C -1.9040 -3.0939 -1.7265
N -1.5562 -1.6758 -1.6091
O -2.0009 -0.9143 -2.4120
O -0.8269 -1.3682 -0.6612
H -2.7605 -3.2849 -1.0754
H -1.0735 -3.6730 -1.3333
H -2.2064 -3.4420 -2.7051
C -2.2601 1.9663 2.4785
N -1.5411 0.6773 2.4691
O -0.6632 0.5388 1.6329
O -1.8495 -0.1828 3.2606
H -1.6353 2.8075 2.7640
H -3.1210 1.8533 3.1250
H -2.5486 2.1624 1.4452

***

24
Properties=species:S:1:pos:R:3 method="wB97M-V/def2-TZVPD" homo_energy_ev=-13.227 e_above_lowest_kj_mol=64.0 total_charge=+1 homo_lumo_gap_ha=0.358 e_lumo_ev=-3.5 fmax_ev_per_a=4.00 total_energy_ev=-21497.97759 smiles=C1CB1[C@]12[NH2+][C@H]1CS[C@H]1C[C@H]12
B 0.7739 -0.6496 -1.4464
C 1.2309 -0.5186 -2.9018
C 0.8908 -1.8947 -2.3264
C 0.6447 0.2162 2.4879
C -1.2722 0.0205 0.1667
C -2.7369 0.8979 0.5150
C 1.2341 0.1631 1.0979
C -1.8626 0.2207 1.5292
C 0.4136 0.0531 -0.1239
N 1.0118 1.3619 0.2843
S -0.8250 1.3062 2.5459
H 0.5494 -0.1145 -3.6378
H 2.2556 -0.3268 -3.1834
H 1.7122 -2.5890 -2.2114
H 0.0308 -2.4183 -2.7217
H 0.3620 -0.7816 2.8242
H 1.3662 0.6375 3.1877
H -1.5972 -0.8933 -0.3137
H -3.5851 0.3823 0.1115
H 2.2366 -0.2476 1.0588
H -2.2480 -0.6081 2.1133
H 0.3644 2.0157 0.7670
H -2.7103 1.9677 0.4254
H 1.7603 1.7995 -0.2484